C8H12ErN2P | ωB97M-V/def2-TZVPD

```
24
Properties=species:S:1:pos:R:3:forces:R:3:lowdin_charge:R:1
C -0.4517 -2.0877 0.4407 -0.9 0.8 -0.3 -0.2173
C -1.4191 -2.3589 1.4535 -0.3 1.1 -0.5 -0.2014
C -2.6412 -1.7043 1.0946 1.0 -0.3 -0.6 -0.1949
C -2.4687 -1.1092 -0.1939 0.6 0.1 0.6 -0.2435
C -1.1162 -1.2995 -0.5896 0.2 -0.4 1.1 -0.2334
Er 1.6095 1.5952 0.8924 2.0 -1.6 2.9 0.6554
P 2.5751 0.9566 -1.4086 1.6 -1.1 -1.5 0.5214
H 0.5920 -2.4084 0.4271 -0.4 -0.1 -0.1 0.0443
H -1.2555 -2.9098 2.3756 0.0 0.1 -0.2 0.0606
H -3.5324 -1.6267 1.7104 0.1 -0.3 -0.2 0.0597
H -0.6579 -0.9324 -1.5023 -0.1 -0.2 -0.1 0.0431
H -3.2499 -0.6141 -0.7782 0.3 -0.1 0.2 0.0649
H 2.2230 0.2857 -2.6211 0.1 0.0 0.1 -0.1121
H 3.1580 -0.1881 -0.6715 -0.3 0.7 -0.5 -0.1047
H 3.8334 1.5214 -1.8347 -0.7 -0.4 0.2 -0.1129
N 0.2689 3.4898 0.1787 -0.9 -0.8 -0.6 -0.1226
C -0.7636 4.3684 0.1419 -0.4 -0.4 0.2 -0.0684
C -1.9289 3.6489 0.2353 -0.8 1.3 -0.2 -0.0311
C -1.6058 2.3013 0.3209 2.1 0.0 -0.6 -0.0530
N -0.2781 2.1583 0.2046 -2.5 1.9 -0.7 -0.1807
H 1.0910 3.6240 -0.4443 -0.2 0.0 0.4 0.0731
H -0.5565 5.4246 0.1155 -0.2 0.1 -0.2 0.1301
H -2.9317 4.0498 0.1693 0.2 0.0 0.3 0.1158
H -2.2090 1.4210 0.4224 -0.2 -0.5 0.1 0.1076
```
Forces are in eV/Å.

## Properties
Energy (eV): -48371.4818
E_HOMO (alpha / beta) (Eh): -0.2062 / -0.2084
Lowest unoccupied orbital energy (alpha / beta) (eV): -1.2 / -0.9
HOMO-LUMO gap (alpha / beta) (eV): 4.43 / 4.73
Spin multiplicity: 4
Total charge: 0

=====

C8H12F2OS | ωB97M-V/def2-TZVPD

```
24
Properties=species:S:1:pos:R:3:forces:R:3:lowdin_charge:R:1
C 1.9857 -1.3762 0.7718 0.0 0.0 0.0 -0.1715
C 2.8782 -0.4472 -0.0501 0.0 -0.1 0.1 -0.1739
C 0.7307 -0.5474 1.0554 0.0 -0.2 -0.1 -0.1087
C 1.9006 0.3274 -0.9274 -0.1 0.4 0.1 -0.0831
C -1.7066 0.2597 -0.8082 -2.1 0.4 -1.0 -0.5413
C 0.5579 0.3710 -0.1652 -0.6 1.0 0.6 -0.3988
C 0.0925 1.7956 0.2672 3.1 0.8 -0.3 -0.1614
C -4.2845 -0.2234 -0.0438 0.4 -0.1 0.2 -0.3643
O -0.4486 -0.0196 -1.0848 1.3 -1.2 -0.4 -0.0941
F 0.8354 2.2617 1.3151 -0.8 -0.2 -0.4 0.0635
F 0.2869 2.7047 -0.7394 -0.8 -0.8 0.8 0.0726
S -2.5949 -0.0551 0.6307 -0.1 -0.1 0.6 0.8822
H 1.7290 -2.2602 0.1864 0.0 0.0 0.0 0.1156
H 2.4665 -1.7038 1.6921 0.0 -0.1 0.0 0.1091
H 3.4176 0.2360 0.6087 0.0 0.0 0.0 0.1145
H 3.6111 -0.9968 -0.6423 0.0 0.1 0.0 0.1100
H -0.1492 -1.1675 1.2179 0.0 0.1 0.0 0.0915
H 0.8759 0.0660 1.9438 0.0 0.0 0.0 0.1212
H 2.2493 1.3305 -1.1646 0.0 0.0 -0.1 0.1193
H 1.7057 -0.1909 -1.8678 0.0 0.0 0.0 0.1311
H -2.3036 0.4024 -1.6988 0.0 0.0 0.0 0.0751
H -4.5638 -1.2721 -0.0119 -0.1 0.0 -0.1 0.0302
H -4.3129 0.1477 -1.0629 0.0 0.0 -0.1 0.0317
H -4.9589 0.3575 0.5780 0.0 0.0 0.0 0.0295
```
Forces are in eV/Å.

## Properties
Energy (eV): -26804.4463
E_HOMO (alpha / beta) (Eh): -0.2357 / -0.3473
Lowest unoccupied orbital energy (alpha / beta) (eV): 0.8 / -0.6
HOMO-LUMO gap (alpha / beta) (eV): 7.20 / 8.90
Spin multiplicity: 3
Total charge: 0

=====

C8H12FNO7 | ωB97M-V/def2-TZVPD

```
29
Properties=species:S:1:pos:R:3:forces:R:3:lowdin_charge:R:1
C 4.1929 -0.8948 -0.1669 -0.6 0.5 0.0 -0.0239
C 2.7524 -0.7784 -1.0080 0.1 -1.9 -4.7 -0.2643
O 2.7060 -1.3871 -2.2055 -0.3 3.5 7.2 -0.0667
O 1.6336 0.0018 -0.4576 2.1 -3.3 -1.3 -0.0557
C 0.3760 -0.7603 -0.4287 -0.4 -1.6 1.0 -0.1568
N -0.8216 0.1705 -0.3848 0.6 1.0 -1.9 -0.0515
C -1.8359 -0.1904 -1.4837 -1.4 0.4 0.3 -0.2042
C -2.7413 -1.5076 -1.1169 -0.2 0.4 -0.3 -0.1732
C -3.5376 -1.4191 0.3135 0.2 0.0 -0.2 -0.1374
F -3.7613 -2.8238 0.7864 0.3 2.5 -0.7 -0.1826
C -0.4426 1.6102 -0.7068 2.5 4.9 -3.8 -0.2829
O -0.1182 1.9645 -1.9806 -2.4 -2.5 7.3 -0.0664
O -0.4513 2.7071 0.2808 -0.4 -4.5 -4.3 0.0257
H 3.9918 -1.5916 0.7765 0.5 1.7 -2.0 0.0994
H 5.0407 -1.3457 -0.8642 -2.3 0.8 1.3 0.0850
H 4.5799 0.1656 0.1699 -1.2 -2.1 -0.4 0.1012
H 0.2654 -1.5556 -1.2968 0.4 2.0 1.3 0.1357
H 0.3976 -1.4026 0.5775 -0.1 1.6 -2.0 0.1590
H -1.3419 -0.3476 -2.5328 -0.9 0.4 1.9 0.1300
H -2.5817 0.7384 -1.5233 1.7 -2.0 -0.1 0.1450
H -3.5723 -1.5850 -1.9693 1.9 0.0 1.7 0.1158
H -2.0367 -2.4405 -1.1778 -1.6 1.6 0.4 0.1084
H -2.9207 -0.8227 1.1346 -1.3 -1.5 -1.8 0.1408
H -4.6212 -0.9399 0.1766 2.5 -1.1 0.3 0.1242
H 0.1324 2.4780 1.0621 0.5 -0.4 2.1 0.0539
C 1.2252 3.0096 3.5110 -1.6 0.6 1.1 -1.2096
O 2.3390 3.4990 3.6200 4.2 1.6 0.2 -0.1645
O 0.2629 3.2576 4.2465 -2.9 2.4 4.4 -0.2024
O 0.8882 2.1905 2.6483 -0.1 -4.6 -6.8 -0.1819
```
Forces are in eV/Å.

## Properties
Energy (eV): -27023.3721
E_HOMO (Eh): 0.0848
Lowest unoccupied orbital energy (eV): 4.6
HOMO-LUMO gap (eV): 2.33
Total charge: -2

=====

C8H12IrN7O4 | ωB97M-V/def2-TZVPD

```
32
Properties=species:S:1:pos:R:3:forces:R:3:lowdin_charge:R:1
Ir -0.0259 -0.5778 -0.1821 0.0 0.6 0.6 1.4262
N 0.7519 -2.7937 -0.7208 -0.1 0.0 0.2 -0.0663
C -0.2115 -3.7295 -0.1180 0.0 0.0 0.1 -0.1591
C -0.6073 -3.2272 1.2631 0.0 -0.6 -0.2 -0.4918
O -0.6992 -3.9844 2.2034 -0.1 0.2 0.0 0.1176
N -0.8338 -1.8677 1.3090 0.2 0.6 -0.4 -0.1020
C -0.9048 -1.2797 2.5712 0.1 -0.1 0.2 -0.1207
C 0.5411 -0.4761 2.8182 -0.5 -0.3 0.5 -0.6172
O 0.7885 -0.2824 3.9767 0.1 0.1 -0.2 0.1291
O 1.1163 -0.1728 1.7408 0.1 0.1 -0.7 -0.1154
H 0.9330 -3.0490 -1.6839 0.0 0.1 0.0 0.0876
H 1.6366 -2.8480 -0.2237 0.1 0.0 -0.1 0.1027
H 0.1831 -4.7387 -0.0091 0.0 0.0 0.0 0.1255
H -1.1046 -3.7674 -0.7433 0.0 0.0 0.0 0.1266
H -1.0158 -1.9906 3.3843 -0.1 0.0 0.0 0.1195
H -1.6400 -0.4766 2.6222 0.0 0.1 0.0 0.1226
N -0.5201 0.7852 -3.1648 -0.3 0.1 -0.1 -0.0268
N -0.2003 -0.4805 -2.5777 0.1 -0.1 0.3 -0.1608
H 0.1004 0.9764 -3.9402 0.1 0.0 0.0 0.0717
H -0.3499 1.4903 -2.4574 0.1 0.0 0.0 0.0090
H 0.7043 -0.8170 -2.8914 0.0 0.0 0.0 0.0776
H -0.9076 -1.1365 -2.8838 0.0 -0.1 -0.1 0.0757
N -0.5234 2.8230 1.3266 -0.1 -0.3 -0.1 0.1986
C -0.0314 2.6635 0.0823 0.3 1.0 0.1 -0.4856
O -0.1288 1.5462 -0.5242 -0.2 -0.9 -0.1 -0.2417
C 0.5643 3.7610 -0.5767 -0.2 -0.5 0.1 -0.2068
C 1.0523 3.5474 -1.8813 0.2 -0.1 -0.3 -0.2278
N 1.4288 3.2968 -2.9449 -0.1 0.0 0.1 0.1333
C 0.6236 5.0270 0.0353 -0.1 0.4 0.1 -0.2401
N 0.6156 6.0526 0.5667 0.0 -0.2 0.0 0.1343
H -0.9217 2.0351 1.8016 0.0 0.0 0.0 0.0964
H -0.4136 3.6909 1.8222 0.0 0.0 0.0 0.1079
```
Forces are in eV/Å.

## Properties
Energy (eV): -29945.7886
E_HOMO (alpha / beta) (Eh): -0.2968 / -0.2965
Lowest unoccupied orbital energy (alpha / beta) (eV): -0.8 / -3.4
HOMO-LUMO gap (alpha / beta) (eV): 7.27 / 4.64
Spin multiplicity: 5
Total charge: 0

=====

C8H12N2O | ωB97M-V/def2-TZVPD

```
23
Properties=species:S:1:pos:R:3:forces:R:3:lowdin_charge:R:1
C 1.2285 -1.6558 -1.7560 -1.4 -3.7 -2.9 -0.1375
C 1.6091 -2.9535 -1.2363 -0.7 0.2 -3.2 -0.0685
C 1.9688 -2.9619 0.0339 3.0 -0.6 4.4 -0.1184
C 2.1126 -1.7020 0.7207 1.7 -1.0 1.3 -0.0349
C 1.7563 -0.5801 0.0169 2.9 -0.7 4.5 -0.2193
C -0.3104 0.9727 -0.6083 0.3 -3.3 6.8 -0.0211
C -1.1385 1.2190 0.7281 0.5 0.8 -0.6 -0.3395
C -3.0727 2.6023 1.3511 0.2 0.2 -0.7 -0.0953
H 0.7025 -1.5213 -2.7007 0.5 -1.0 -0.6 0.1199
H 1.7290 -3.8590 -1.9094 -0.6 1.3 0.9 0.1280
H 2.4635 -3.8537 0.6024 -1.4 1.4 -1.4 0.1380
H 2.7727 -1.6427 1.7671 -2.3 -0.1 -2.9 0.1701
H 1.9464 0.3357 0.5795 -0.1 0.1 -0.4 0.1335
H -0.2678 1.6123 -1.3305 0.0 5.4 -3.5 0.0149
H -0.6135 0.1714 -1.2317 -1.2 -1.3 0.5 0.0757
H 0.7675 0.6313 -0.3912 -4.4 3.8 0.3 0.0219
H -1.9179 2.8626 -0.4229 0.1 0.1 -1.6 0.0796
H -2.8971 2.0526 2.3144 -0.2 0.2 -1.3 0.0795
H -3.2512 3.6639 1.6727 -0.1 -0.9 -0.8 0.0758
H -3.8812 2.1422 0.6909 0.3 0.8 1.6 0.0953
N 1.2404 -0.5375 -1.1785 3.6 -1.5 -1.1 -0.0506
N -1.8646 2.4677 0.4652 0.0 -3.4 5.7 -0.0249
O -1.0823 0.5338 1.8225 -0.7 3.3 -4.9 -0.0222
```
Forces are in eV/Å.

## Properties
Energy (eV): -13512.8915
E_HOMO (Eh): -0.3242
Lowest unoccupied orbital energy (eV): 0.9
SMILES: CNC(C)=O.c1ccncc1
HOMO-LUMO gap (eV): 9.69
Total charge: 0

=====

C8H12N2O | ωB97M-V/def2-TZVPD

```
23
Properties=species:S:1:pos:R:3:forces:R:3:lowdin_charge:R:1
C -2.6731 -0.2558 -0.4596 -0.3 1.1 0.9 -0.1730
C 1.8733 -0.9330 0.1863 -1.1 0.2 3.9 -0.1897
C 0.8394 -1.5553 -0.6786 -3.3 0.6 1.1 -0.1151
C -0.9448 1.1348 1.0171 -1.3 0.5 0.2 -0.0717
C 1.9130 0.4680 -0.2937 -1.1 1.9 -0.3 -0.1626
C -0.1606 1.8659 -0.0603 -2.2 0.1 -2.2 -0.1915
C -0.2056 -0.3747 -0.9066 -0.1 -0.7 1.8 -0.1455
C -1.4760 -0.1635 0.3264 3.5 -0.6 -0.4 -0.3956
N -3.6809 -0.4003 -0.9767 -0.7 -0.2 -0.7 0.1803
N 0.5390 0.8330 -0.7833 1.1 -0.2 -0.1 -0.1227
O -1.4829 -1.1441 1.3106 0.5 -1.2 1.1 -0.0016
H 1.5664 -0.9745 1.3090 0.1 0.2 -1.8 0.1463
H 2.8369 -1.3513 0.2358 1.2 -0.9 -0.6 0.0928
H 1.2330 -1.9722 -1.5504 0.5 -0.2 -1.8 0.0918
H 0.1569 -2.3178 -0.2802 0.8 -0.3 0.6 0.1136
H -0.1482 0.9921 1.7841 -0.9 -1.1 -0.4 0.1313
H -1.8090 1.5958 1.5737 0.9 0.1 -0.9 0.1360
H 2.3397 1.2795 0.3148 -0.4 -0.5 0.4 0.1281
H 2.4996 0.5152 -1.1577 1.3 -0.1 -1.5 0.0936
H -0.7491 2.5020 -0.8004 0.1 -0.9 0.9 0.1393
H 0.5497 2.5270 0.2928 1.4 1.4 1.1 0.0812
H -0.7725 -0.5377 -1.8058 -0.1 0.3 -0.7 0.1176
H -2.2442 -1.7332 1.4027 0.0 0.5 -0.7 0.1171
```
Forces are in eV/Å.

## Properties
Energy (eV): -13516.0407
E_HOMO (Eh): -0.3064
Lowest unoccupied orbital energy (eV): 0.8
SMILES: N#C[C@]1(O)CCN2CCC[C@H]21
HOMO-LUMO gap (eV): 9.12
Total charge: 0

=====

Q: Which of these has the highest energy?
A: number 5